(1)
Formula: C44H100B5F20N12O4
Source: OMol25
Level of theory: ωB97M-V/def2-TZVPD

Each line ends with the Löwdin charge.
Positions of all 185 atoms, in Å:
C -4.722 -2.770 2.760  -0.04
C -3.447 -3.395 3.178  -0.18
N -3.226 -3.716 4.610  -0.02
C -3.610 -4.905 5.224  0.02
C -3.598 -4.703 6.577  0.00
N -2.946 -3.505 6.762  -0.09
C -2.805 -2.870 5.597  0.01
C -2.788 -2.903 8.126  0.04
H -5.578 -3.333 3.136  0.09
H -4.829 -2.930 1.686  0.09
H -4.713 -1.712 3.015  0.08
H -2.522 -2.874 2.934  0.10
H -3.296 -4.386 2.742  0.13
H -4.102 -5.713 4.708  0.14
H -3.883 -5.345 7.392  0.14
H -2.523 -1.836 5.475  0.15
H -1.739 -2.885 8.416  0.09
H -3.265 -3.571 8.837  0.10
H -3.217 -1.910 8.029  0.10
C -8.118 4.688 -1.200  -0.06
C -6.718 4.842 -1.730  -0.18
N -5.726 4.128 -0.927  -0.05
C -5.807 2.832 -0.498  0.02
C -4.628 2.502 0.082  0.00
N -3.783 3.528 -0.078  -0.06
C -4.473 4.570 -0.641  0.02
C -2.384 3.583 0.285  0.00
H -8.838 5.433 -1.530  0.09
H -8.021 4.689 -0.114  0.10
H -8.528 3.749 -1.576  0.09
H -6.426 5.892 -1.668  0.13
H -6.619 4.484 -2.755  0.12
H -6.712 2.256 -0.599  0.15
H -4.376 1.559 0.542  0.14
H -4.089 5.566 -0.782  0.16
H -1.716 3.528 -0.575  0.08
H -2.182 2.639 0.790  0.06
H -2.149 4.379 0.988  0.11
C 5.123 0.128 -0.493  -0.06
C 5.938 0.740 0.635  -0.13
N 7.346 0.294 0.556  -0.03
C 7.694 -1.044 0.506  0.04
C 9.023 -1.112 0.242  0.04
N 9.489 0.214 0.221  -0.09
C 8.408 1.036 0.382  -0.02
C 10.868 0.586 0.168  -0.01
H 5.279 0.676 -1.429  0.07
H 4.057 0.373 -0.408  0.07
H 5.078 -0.960 -0.573  0.08
H 5.547 0.337 1.570  0.11
H 5.937 1.826 0.557  0.11
H 6.872 -1.742 0.634  0.13
H 9.673 -1.941 0.023  0.14
H 8.533 2.104 0.317  0.16
H 10.997 1.623 0.479  0.10
H 11.192 0.726 -0.869  0.11
H 11.537 -0.130 0.634  0.11
C 4.010 -1.021 5.748  -0.06
C 3.724 0.447 5.885  -0.15
N 2.273 0.712 5.844  -0.02
C 1.621 1.507 4.958  -0.04
C 0.297 1.612 5.257  0.04
N 0.194 0.955 6.490  -0.07
C 1.414 0.580 6.883  0.00
C -1.012 0.776 7.304  0.03
H 3.533 -1.524 6.602  0.08
H 5.048 -1.310 5.902  0.10
H 3.571 -1.597 4.935  0.08
H 4.167 0.968 5.033  0.12
H 4.152 0.967 6.741  0.13
H 2.145 1.913 4.108  0.13
H -0.590 2.046 4.824  0.13
H 1.719 0.191 7.841  0.18
H -1.933 0.731 6.731  0.09
H -0.994 1.508 8.111  0.11
H -0.899 -0.149 7.872  0.09
C 0.779 -0.134 2.009  0.00
N 0.135 -0.609 0.743  -0.29
C 1.164 -1.618 0.257  0.03
C -1.230 -1.217 0.980  0.04
C 0.035 0.628 -0.160  -0.09
C -0.745 0.494 -1.447  -0.18
O -2.148 0.607 -1.161  -0.08
H 0.106 0.611 2.437  0.08
H 1.670 0.404 1.693  0.09
H 0.939 -1.045 2.579  0.13
H 1.154 -1.780 -0.817  0.10
H 1.109 -2.530 0.856  0.09
H 2.167 -1.269 0.506  0.08
H -1.620 -1.906 0.233  0.11
H -1.869 -0.368 1.201  0.09
H -1.082 -1.832 1.867  0.09
H 1.054 0.975 -0.332  0.11
H -0.413 1.418 0.445  0.11
H -0.647 -0.401 -2.060  0.14
H -0.500 1.420 -1.984  0.09
H -2.648 0.202 -1.877  0.05
C 4.044 5.299 -3.763  0.02
N 3.524 4.206 -2.839  -0.33
C 2.055 4.159 -3.165  -0.02
C 4.153 2.898 -3.293  0.02
C 3.876 4.625 -1.391  -0.04
C 3.509 3.495 -0.409  -0.20
O 2.128 3.215 -0.426  -0.07
H 4.112 4.953 -4.792  0.11
H 5.023 5.571 -3.377  0.11
H 3.289 6.081 -3.778  0.11
H 1.650 5.061 -2.705  0.11
H 1.545 3.360 -2.628  0.08
H 1.838 4.058 -4.224  0.10
H 3.601 2.075 -2.827  0.10
H 5.170 2.609 -3.029  0.12
H 3.980 2.725 -4.353  0.12
H 3.333 5.552 -1.224  0.14
H 4.955 4.670 -1.529  0.14
H 3.775 3.934 0.556  0.14
H 4.047 2.577 -0.628  0.09
H 1.631 3.949 -0.049  0.11
C -0.093 -4.341 -3.092  0.01
N -1.390 -5.039 -3.477  -0.31
C -2.460 -4.026 -3.819  0.01
C -1.144 -5.939 -4.655  0.01
C -1.775 -5.981 -2.330  -0.08
C -2.585 -5.280 -1.233  -0.21
O -1.701 -4.342 -0.648  -0.10
H 0.556 -5.126 -2.716  0.11
H -0.286 -3.594 -2.329  0.08
H 0.327 -3.761 -3.913  0.10
H -2.361 -3.655 -4.841  0.11
H -2.506 -3.190 -3.131  0.08
H -3.404 -4.563 -3.920  0.12
H -0.322 -6.611 -4.426  0.12
H -0.916 -5.352 -5.543  0.11
H -2.088 -6.442 -4.857  0.11
H -0.946 -6.342 -1.721  0.14
H -2.359 -6.821 -2.708  0.14
H -2.789 -5.998 -0.435  0.13
H -3.504 -4.836 -1.615  0.12
H -1.142 -4.824 -0.013  0.06
C -2.064 1.640 -6.618  0.03
N -1.921 2.435 -5.340  -0.33
C -0.496 2.370 -4.741  0.02
C -2.228 3.894 -5.660  0.02
C -2.892 1.908 -4.277  -0.07
C -4.320 2.462 -4.322  -0.27
O -4.959 2.193 -5.534  -0.02
H -1.215 1.860 -7.263  0.11
H -2.917 2.057 -7.153  0.11
H -2.265 0.591 -6.424  0.12
H -0.535 2.761 -3.730  0.07
H 0.265 2.747 -5.418  0.10
H -0.380 1.288 -4.659  0.11
H -3.249 3.918 -6.033  0.10
H -1.669 4.105 -6.574  0.11
H -1.877 4.534 -4.858  0.11
H -2.547 2.435 -3.387  0.12
H -2.856 0.833 -4.426  0.14
H -4.386 3.540 -4.131  0.11
H -4.855 1.959 -3.508  0.09
H -5.752 2.728 -5.628  0.11
B -5.014 -0.741 -2.450  -1.21
F -3.797 -1.412 -2.676  0.10
F -4.951 0.458 -3.225  0.06
F -6.095 -1.455 -2.974  0.12
F -5.263 -0.644 -1.061  0.10
B 1.129 -5.247 1.037  -1.28
F 2.130 -6.208 1.194  0.12
F -0.105 -5.926 1.030  0.09
F 1.089 -4.360 2.151  0.07
F 1.329 -4.595 -0.163  0.14
B 4.415 -2.096 2.193  -1.22
F 5.124 -2.173 0.978  0.08
F 3.349 -3.002 2.135  0.14
F 5.312 -2.390 3.234  0.11
F 3.804 -0.792 2.297  0.04
B -3.098 1.179 3.517  -1.30
F -4.283 1.135 2.779  0.12
F -3.354 1.647 4.804  0.12
F -2.647 -0.165 3.561  0.07
F -2.069 1.889 2.884  0.09
B 3.432 -2.156 -2.734  -1.28
F 4.718 -2.427 -3.190  0.10
F 2.677 -3.226 -3.324  0.07
F 3.469 -2.389 -1.337  0.10
F 3.134 -0.857 -3.088  0.11

The net charge is +3. For the relative energy (zero: lowest compared OMol25 entry of this formula, charge and spin), the calculation gives 4.590 eV. As for the multiplicity: 1. Its HOMO-LUMO gap is 7.947 eV.



(2)
Formula: C27H22Cl2N3O3S4V
Source: OMol25
Level of theory: ωB97M-V/def2-TZVPD

Each line ends with the Löwdin spin population.
Positions of all 62 atoms, in Å:
V 0.852 0.766 0.421  2.71
S 2.281 1.944 2.020  0.01
C 3.334 0.677 1.345  0.02
C 4.660 1.203 0.849  0.00
C 5.482 0.544 0.043  0.00
C 5.328 -0.846 -0.432  0.00
C 4.346 -1.696 -0.156  0.00
C 3.118 -1.345 0.660  0.01
S 1.926 -2.709 0.714  0.00
C 1.295 -2.794 -0.988  0.00
C -0.186 -2.482 -1.117  0.00
C -0.949 -3.065 -2.125  0.00
C -2.232 -2.593 -2.334  0.00
C -2.724 -1.575 -1.527  0.00
C -1.917 -1.101 -0.504  0.01
C -2.355 0.002 0.430  0.02
S -1.390 1.559 0.233  0.05
C -1.681 1.908 -1.495  0.01
C -2.766 2.741 -1.788  0.00
C -3.079 3.093 -3.088  0.00
C -2.283 2.584 -4.116  0.00
C -1.210 1.761 -3.836  0.00
C -0.844 1.395 -2.515  0.00
S 0.576 0.429 -2.241  0.01
N -0.685 -1.557 -0.316  0.01
H 4.896 2.214 1.154  0.00
H 6.383 1.055 -0.283  0.00
H 6.140 -1.223 -1.048  0.00
H 4.402 -2.709 -0.534  0.00
H 1.508 -3.781 -1.396  0.00
H 1.836 -2.059 -1.591  0.00
H -0.531 -3.845 -2.750  0.00
H -2.840 -3.001 -3.132  0.00
H -3.708 -1.152 -1.691  0.00
H -2.137 -0.282 1.461  0.00
H -3.409 0.245 0.309  0.00
H -3.366 3.113 -0.964  0.00
H -3.922 3.740 -3.300  0.00
H -2.507 2.836 -5.147  0.00
H -0.600 1.368 -4.642  0.00
Cl 2.845 -2.329 6.936  0.00
C 2.135 -1.738 5.441  0.01
C 0.769 -1.560 5.351  0.00
C 0.236 -1.093 4.167  0.01
Cl -1.501 -0.868 4.091  0.00
C 1.003 -0.778 3.014  0.01
O 0.418 -0.375 1.943  0.04
C 2.412 -0.989 3.154  0.01
C 3.419 -0.728 2.058  0.00
O 2.639 -0.040 0.186  0.03
C 2.938 -1.453 4.355  0.00
H 0.121 -1.781 6.189  0.00
H 4.416 -0.972 2.418  0.00
H 4.010 -1.592 4.443  0.00
N 0.409 4.713 -1.102  0.00
C 1.172 3.658 -1.537  0.00
N 1.493 3.642 -2.873  0.00
O 1.587 2.806 -0.770  0.02
H -0.159 5.229 -1.751  0.00
H 0.067 4.622 -0.161  0.00
H 0.839 4.080 -3.501  0.00
H 1.751 2.700 -3.146  0.00

The net charge is -1. For the relative energy (zero: lowest compared OMol25 entry of this formula, charge and spin), the calculation gives 2.817 eV. As for the multiplicity: 4. Its HOMO-LUMO gap (alpha / beta) is 5.570 / 6.899 eV.



(3)
Formula: C6H7ClO
Source: OMol25
Level of theory: ωB97M-V/def2-TZVPD

Each line ends with the Löwdin charge.
Positions of all 15 atoms, in Å:
C 1.636 1.697 0.236  -0.17
C 0.997 0.458 -0.234  -0.66
C -0.308 0.207 -0.155  -0.48
C -2.181 -0.894 0.235  -0.13
C -2.444 0.585 0.062  -0.06
C -1.312 1.178 -0.252  -0.04
H 1.911 1.740 1.396  0.10
H 2.811 2.298 -0.321  0.18
H 0.821 2.447 0.177  0.02
H -2.261 -1.391 1.310  0.17
H -2.746 -1.388 -0.593  0.13
H -3.620 0.682 0.124  0.16
H -0.954 2.339 -0.431  0.18
O -0.749 -1.042 -0.103  -0.08
Cl 1.865 -1.046 -0.011  0.68

For the relative energy (zero: lowest compared OMol25 entry of this formula, charge and spin), the calculation gives 4.372 eV. As for the multiplicity: 1. Its HOMO-LUMO gap is 8.525 eV.



(4)
Formula: C3H13BrSi3
Source: OMol25
Level of theory: ωB97M-V/def2-TZVPD

Each line ends with the Löwdin charge.
Positions of all 20 atoms, in Å:
C -2.068 2.017 0.078  -0.22
C -0.235 0.295 -1.876  -0.23
C -1.617 -0.872 0.553  -0.23
Si 2.938 -2.022 0.753  0.54
Si 0.875 1.049 1.538  0.23
Si -0.710 0.686 -0.029  0.19
Br 2.245 2.256 0.149  0.09
H -2.248 2.083 1.178  0.04
H -1.711 2.972 -0.230  0.01
H -3.018 1.719 -0.306  0.02
H -1.195 -0.121 -2.256  0.03
H -0.346 1.206 -2.444  0.00
H 0.783 -0.100 -2.137  0.03
H -1.342 -0.901 1.561  -0.02
H -2.687 -0.616 0.447  0.04
H -1.414 -1.624 -0.140  0.00
H 1.716 -2.042 -0.145  -0.11
H 2.661 -2.525 2.154  -0.11
H 4.087 -2.853 0.183  -0.11
H 3.286 -0.607 0.969  -0.17

For the relative energy (zero: lowest compared OMol25 entry of this formula, charge and spin), the calculation gives 1.782 eV. As for the multiplicity: 1. Its HOMO-LUMO gap is 6.820 eV.